Entry 1:
A single C3H4N2OS molecule at a distorted geometry, computed with wB97M-V/def2-TZVPD.

Each line ends with the natural charge from an NBO analysis.
Positions of all 11 atoms, in Å:
C: 0.30071 -0.62948 -0.07974  0.02
C: 0.81696 -1.25003 0.96897  -0.48
C: -1.21230 -2.12272 1.88497  0.00
N: -2.10059 -2.67455 1.42617  -0.31
N: -0.92925 0.05759 -0.19626  -0.32
O: -0.92433 1.16815 -0.98017  -0.54
S: 0.06153 -1.33201 2.57365  0.35
H: 0.90339 -0.63403 -0.96176  0.20
H: 1.69127 -1.83701 0.69939  0.24
H: -1.39035 0.16646 0.68324  0.37
H: -0.92271 0.87196 -1.84339  0.46

As for the largest force on an atom: 3.577 eV/Å. The calculation puts the HOMO energy at -9.000 eV. As for the SMILES: N#CS/C=C\NO. As for the frontier orbital gap: 9.64 eV.

Entry 2:
2 unconnected molecules or ions with the total composition C10H16S at a distorted geometry, computed with wB97M-V/def2-TZVPD.

Each line ends with the natural charge from an NBO analysis.
Positions of all 27 atoms, in Å:
C: 1.52972 2.42307 0.16630  -0.63
C: 1.27996 0.08248 3.15903  -0.19
C: 1.78839 0.83009 2.10965  -0.23
C: -0.09495 0.08400 3.40857  -0.23
C: 0.95675 1.48677 1.20987  -0.01
C: -0.93607 0.72928 2.52840  -0.21
C: -0.40879 1.36650 1.40472  -0.22
H: 1.91145 -0.41597 3.88677  0.21
H: 2.86788 0.81072 1.99100  0.21
H: -0.43284 -0.34615 4.34246  0.21
H: -2.01719 0.67621 2.61697  0.21
H: 1.00627 3.37202 0.26197  0.22
H: 1.49649 2.02800 -0.85136  0.22
H: -1.11424 1.86872 0.75142  0.21
H: 2.56220 2.64299 0.44176  0.22
C: 0.34284 -1.12998 -2.15987  -0.51
C: -0.59809 -1.05751 -0.96837  -0.62
C: -2.02818 -2.10901 -3.59517  -0.75
S: -0.42545 -1.30193 -3.82558  0.15
H: 0.82024 -0.16389 -2.26311  0.22
H: 1.03546 -1.95775 -2.01128  0.21
H: -0.03436 -1.26397 -0.05459  0.22
H: -1.39994 -1.80355 -0.96678  0.20
H: -2.66112 -1.75204 -4.40581  0.23
H: -1.95127 -3.19478 -3.63064  0.21
H: -2.47520 -1.84685 -2.64210  0.22
H: -1.01996 -0.05747 -0.90421  0.21

As for the largest force on an atom: 1.001 eV/Å. The calculation puts the HOMO energy at -8.332 eV. As for the SMILES: Cc1ccccc1.CCSC. As for the frontier orbital gap: 9.25 eV.

Entry 3:
A molecular structure, C22H35N3O6S at a distorted geometry, computed with wB97M-V/def2-TZVPD.

Each line ends with the natural charge from an NBO analysis.
Positions of all 67 atoms, in Å:
C: -4.26212 2.98847 2.23484  -0.62
C: -2.79884 3.17383 2.49105  -0.02
H: -2.63952 3.80163 3.30391  0.17
H: -2.23304 3.60811 1.54974  0.15
O: -2.10318 1.96058 2.64770  -0.56
C: -0.81515 1.50813 2.67284  0.29
C: 0.19870 2.36911 2.67504  -0.25
C: 1.43180 2.29744 2.56760  -0.25
C: 1.83142 0.93437 2.61623  -0.04
C: 0.83246 -0.08856 2.80320  -0.34
C: -0.64814 0.14523 2.58997  0.30
O: -1.55805 -0.62161 2.68217  -0.44
C: -1.17449 -1.89898 3.20624  -0.10
C: -1.23215 -2.89792 1.82400  -0.58
H: -0.84660 -3.76819 2.07159  0.19
H: -2.02463 -3.01018 1.30193  0.20
H: -0.27790 -2.46885 1.34920  0.21
H: -0.40499 -2.22722 3.82290  0.22
H: -2.34747 -2.28275 3.64002  0.20
H: 1.08972 -1.27507 2.78988  0.22
C: 3.31001 0.56696 2.61842  -0.35
H: 3.36086 -0.75421 2.83802  0.14
H: 3.71330 1.02205 3.36788  0.22
C: 3.84426 0.58827 1.29122  -0.24
N: 3.08666 0.20918 0.09971  -0.61
C: 3.66961 -0.37533 -0.81802  0.68
O: 5.03984 -0.21872 -1.02181  -0.70
C: 2.57334 -1.08196 -1.83914  -0.32
C: 1.88051 -0.17462 -2.40358  -0.26
N: 0.75989 -0.70281 -3.11123  -0.71
S: -0.59243 -1.10595 -2.30656  2.51
O: -1.34233 -1.79842 -3.09630  -0.93
O: -0.11762 -1.73436 -0.98500  -1.01
N: -0.99007 0.39795 -1.81900  -0.66
C: -2.00224 0.86558 -2.81235  -0.29
H: -1.95883 0.47867 -3.90042  0.26
C: -3.47979 0.55003 -2.54207  -0.09
H: -4.28493 0.63001 -3.03873  0.22
O: -3.85788 0.66252 -1.19398  -0.53
C: -2.96792 -0.04698 -0.37805  -0.07
H: -3.27088 0.25121 0.91537  0.21
C: -1.51756 0.33230 -0.55603  -0.26
H: -0.71295 0.04202 0.11609  0.29
H: -1.32459 1.66444 -0.26146  0.15
H: -2.89899 -0.97520 -0.51375  0.15
H: -3.56910 -0.62548 -2.51104  0.15
H: -2.00756 1.97249 -2.66125  0.22
C: 1.26410 -1.54941 -3.99902  -0.26
C: 2.12082 -2.54020 -3.70726  -0.35
C: 3.34897 -2.07396 -2.96518  -0.36
H: 3.93512 -2.67723 -2.44201  0.21
H: 3.89443 -1.29631 -3.54031  0.19
H: 2.44243 -3.08031 -4.39485  0.20
H: 1.63843 -3.34637 -2.82720  0.15
H: 0.31479 -2.10397 -4.46073  0.22
H: 1.60847 -1.17483 -4.91936  0.20
H: 1.40979 0.65177 -1.67264  0.23
H: 2.45466 0.49852 -3.12193  0.22
H: 1.98247 -1.75453 -1.15687  0.26
H: 2.06512 -0.34791 0.66578  0.44
H: 4.95665 0.60677 1.32468  0.27
H: 3.75783 1.78421 1.14624  0.17
H: 2.13602 3.05329 2.62826  0.22
H: -0.09802 3.43354 2.49684  0.21
H: -4.55452 4.03866 2.17536  0.21
H: -4.65800 2.54074 3.10026  0.21
H: -4.37996 2.45032 1.35298  0.22

As for the largest force on an atom: 18.816 eV/Å. The calculation puts the HOMO energy at -7.884 eV. As for the frontier orbital gap: 8.48 eV.